Density functional theory data (ωB97M-V/def2-TZVPD) for 10 unconnected molecules or ions with the total composition C39H101N3O13 at a distorted geometry.

## Properties
LUMO level (eV): 0.410
SMILES string: COCCNCCOC.COCCNCCOC.COCCNCCOC.CC(C)O.CC(C)O.CC(C)O.CC(C)O.CC(C)O.CC(C)O.CC(C)O

Positions of all 156 atoms, in Å:
C (2.5163, 24.5320, -1.6949)
O (3.0910, 23.5325, -2.5257)
C (2.4532, 22.2698, -2.3532)
C (3.1621, 21.1835, -3.1405)
N (2.6986, 19.8222, -2.7946)
C (3.2643, 18.8321, -3.7268)
C (2.9800, 17.3869, -3.2571)
O (1.6262, 17.1369, -3.6335)
C (1.4472, 15.6805, -3.7365)
H (2.5409, 24.2159, -0.6520)
H (1.4656, 24.6672, -1.9512)
H (3.0633, 25.4694, -1.7959)
H (1.3876, 22.3281, -2.5753)
H (2.4307, 21.9016, -1.3276)
H (4.2423, 21.1931, -2.9947)
H (2.9975, 21.4016, -4.1957)
H (1.6966, 19.7321, -2.8836)
H (4.3475, 18.9328, -3.7947)
H (2.9647, 18.8954, -4.7729)
H (3.1478, 17.3198, -2.1822)
H (3.7362, 16.7437, -3.7071)
H (0.4361, 15.4182, -4.0480)
H (1.8453, 15.1376, -2.8793)
H (2.0715, 15.4355, -4.5957)
C (0.9310, 22.7126, 1.3751)
O (0.8430, 21.4144, 0.8283)
C (-0.4084, 20.8309, 1.0272)
C (-0.6357, 19.5252, 0.2848)
N (-0.8696, 19.8429, -1.1157)
C (-0.8698, 18.6591, -1.9566)
C (-1.0270, 19.0409, -3.4472)
O (-0.1578, 20.1659, -3.7618)
C (-0.3456, 20.7559, -5.0037)
H (0.2461, 23.4591, 0.9729)
H (1.9419, 23.0706, 1.1807)
H (0.6782, 22.6899, 2.4351)
H (-1.1597, 21.5807, 0.7792)
H (-0.5222, 20.6502, 2.0960)
H (-1.6106, 19.2113, 0.6577)
H (0.1377, 18.7669, 0.4074)
H (-0.0364, 20.3318, -1.4105)
H (-1.5560, 17.8679, -1.6546)
H (0.1290, 18.2380, -1.8415)
H (-2.0576, 19.2308, -3.7471)
H (-0.7737, 18.1939, -4.0848)
H (-1.3525, 21.1567, -5.1204)
H (-0.1844, 20.1364, -5.8860)
H (0.2382, 21.6631, -5.1598)
C (4.6678, 36.1521, 2.8973)
O (4.5958, 35.7730, 4.2493)
C (4.3595, 34.4180, 4.3877)
C (4.5021, 34.0689, 5.8723)
N (4.2140, 32.6687, 6.0490)
C (2.8483, 32.2474, 5.6523)
C (2.5508, 30.8468, 6.3041)
O (1.2097, 30.4564, 5.9629)
C (1.0459, 29.0338, 6.0144)
H (4.7041, 37.2411, 2.9254)
H (3.7930, 35.8554, 2.3187)
H (5.5457, 35.7178, 2.4189)
H (5.0320, 33.7180, 3.8921)
H (3.3259, 34.1869, 4.1301)
H (3.8518, 34.7402, 6.4330)
H (5.5019, 34.2694, 6.2574)
H (4.5090, 32.4915, 6.9986)
H (2.7566, 32.1546, 4.5702)
H (2.1177, 32.9783, 5.9989)
H (3.2209, 30.1153, 5.8524)
H (2.6121, 30.9209, 7.3899)
H (1.1422, 28.6762, 4.9892)
H (0.0012, 28.8490, 6.2642)
H (1.7518, 28.5550, 6.6930)
C (6.8350, 28.6075, 4.2330)
C (6.2848, 30.0523, 4.3217)
C (4.9874, 30.2158, 3.4972)
O (6.0795, 30.3639, 5.7036)
H (7.1113, 28.3024, 3.2237)
H (6.1682, 27.8520, 4.6486)
H (7.7866, 28.5510, 4.7616)
H (7.0617, 30.6865, 3.8947)
H (5.0820, 29.8620, 2.4705)
H (4.6861, 31.2556, 3.3708)
H (4.1577, 29.7213, 4.0023)
H (5.5384, 31.1564, 5.6761)
C (6.4215, 24.4796, 3.1320)
C (7.8368, 25.0159, 2.6960)
C (9.0154, 24.3277, 3.4445)
O (8.0505, 24.6387, 1.3541)
H (6.2672, 24.8032, 4.1614)
H (6.4183, 23.3898, 3.1131)
H (5.6132, 24.8695, 2.5134)
H (7.7823, 26.1041, 2.7257)
H (8.7544, 24.5701, 4.4747)
H (9.9674, 24.8277, 3.2660)
H (9.1566, 23.2575, 3.2935)
H (8.5824, 23.8412, 1.3025)
C (-2.2432, 26.0916, 2.5156)
C (-1.6642, 25.8421, 1.1223)
C (-2.4627, 26.4705, -0.0074)
O (-0.4060, 26.3946, 1.0858)
H (-3.2036, 25.6617, 2.7999)
H (-2.4179, 27.1456, 2.7318)
H (-1.6464, 25.7410, 3.3577)
H (-1.4963, 24.7846, 0.9183)
H (-2.6518, 27.5357, 0.1255)
H (-3.3821, 25.9512, -0.2779)
H (-1.9502, 26.3911, -0.9662)
H (-0.4464, 27.3301, 0.8742)
C (3.6480, 26.8350, 3.7046)
C (2.5142, 26.5866, 2.7626)
C (2.8323, 25.3840, 1.8586)
O (1.2789, 26.4124, 3.4052)
H (3.9358, 25.9050, 4.1950)
H (3.3564, 27.6081, 4.4155)
H (4.5219, 27.1886, 3.1576)
H (2.3411, 27.4414, 2.1088)
H (1.9318, 25.2807, 1.2533)
H (3.0509, 24.4872, 2.4384)
H (3.6122, 25.6483, 1.1445)
H (0.6604, 26.0891, 2.7461)
C (0.4456, 30.2917, 2.4153)
C (-0.8130, 29.6886, 1.7317)
C (-2.0325, 30.6415, 1.4718)
O (-0.4407, 29.0552, 0.4950)
H (0.3026, 30.4045, 3.4900)
H (0.6462, 31.2723, 1.9837)
H (1.3162, 29.6529, 2.2668)
H (-1.1903, 28.8985, 2.3810)
H (-2.2543, 31.3515, 2.2686)
H (-2.8973, 29.9953, 1.3217)
H (-1.8643, 31.2365, 0.5741)
H (-0.1213, 29.6927, -0.1478)
C (4.8039, 27.3193, 7.1905)
C (5.0657, 28.2448, 8.3948)
C (5.4791, 27.3581, 9.5948)
O (6.0929, 29.2049, 8.1369)
H (4.0837, 26.5368, 7.4295)
H (5.7692, 27.0370, 6.7702)
H (4.3836, 27.9007, 6.3699)
H (4.2431, 28.9085, 8.6613)
H (5.3823, 27.8953, 10.5383)
H (6.4971, 26.9741, 9.5306)
H (4.7753, 26.5278, 9.6534)
H (6.1276, 29.4686, 7.2145)
C (3.8032, 22.4683, 5.8055)
C (3.3920, 23.8759, 6.2113)
C (1.8719, 24.1142, 5.9026)
O (3.6707, 23.9250, 7.5474)
H (3.6236, 22.2177, 4.7600)
H (3.3061, 21.7040, 6.4030)
H (4.8663, 22.3329, 6.0042)
H (3.9988, 24.5930, 5.6584)
H (1.5344, 23.8636, 4.8969)
H (1.5166, 25.0966, 6.2137)
H (1.2259, 23.4716, 6.5009)
H (4.6080, 23.7553, 7.6669)

Atomic forces in eV per Å
-0.069 -0.652 -0.048
-0.078 -0.309 0.193
0.208 -0.412 0.668
-0.527 -0.290 -0.593
0.690 -0.052 -0.628
0.529 -0.739 0.981
-0.093 1.953 -0.440
0.178 -2.147 0.618
0.774 1.425 -1.189
0.136 0.012 0.117
-0.198 0.239 -0.114
0.024 -0.165 -0.193
-0.241 0.105 -0.636
0.413 0.447 0.621
0.005 0.270 0.272
0.044 -0.040 -0.454
-0.234 0.401 -0.099
0.217 0.281 0.429
-0.589 0.277 -0.182
-0.325 -0.024 0.250
-0.363 -0.464 -0.516
-0.115 0.267 0.621
-0.429 0.109 0.251
0.138 -0.547 -0.061
0.253 -0.293 0.050
0.598 0.262 -0.758
-0.054 -0.071 0.939
-1.041 1.287 -0.463
-0.172 0.056 -0.141
1.141 0.435 -0.928
0.140 0.060 -0.233
-0.214 -0.921 0.829
-0.937 0.799 -0.965
-0.301 -0.162 -0.658
-0.164 -0.215 0.310
0.395 -0.039 0.418
-0.475 -0.211 -0.383
-0.083 -0.184 0.411
0.144 -0.654 0.319
0.180 -0.040 0.417
-0.014 0.547 -0.218
-0.416 0.326 -0.030
0.210 -0.641 -0.296
-0.241 0.703 0.377
0.514 -0.199 0.075
-0.547 -0.224 0.185
0.268 -0.580 0.162
0.655 -0.235 0.604
0.003 0.613 0.176
0.318 0.114 -0.478
-0.211 -0.675 1.928
-0.106 0.635 -0.740
0.185 -0.382 -0.381
0.406 -1.106 1.630
-1.005 1.074 -1.335
0.625 0.210 0.465
-0.555 0.765 -0.851
0.226 -0.060 -0.363
-0.278 -0.149 0.064
0.196 0.118 -0.090
0.288 0.322 -0.735
-0.119 -0.046 -0.489
-0.437 0.030 0.202
0.192 -0.024 -0.323
-0.784 -0.759 0.273
0.171 -0.026 0.041
-0.297 0.046 0.034
0.392 -0.011 0.469
0.428 -0.182 0.108
0.421 -0.498 0.021
0.128 -0.125 0.450
-0.145 -0.083 0.055
0.332 0.377 0.208
-0.092 -1.388 -0.714
0.171 0.341 0.265
0.251 -0.331 -1.143
-0.383 0.270 -0.270
-0.128 0.185 0.018
-0.054 0.061 0.369
0.046 0.332 0.081
0.161 -0.403 0.117
0.161 0.257 0.317
0.052 -0.245 -0.166
-0.475 0.807 0.458
1.391 0.405 0.378
-0.280 -2.667 -0.568
-0.992 2.159 1.371
-0.392 0.609 -1.689
-0.269 -0.020 0.165
-0.048 -0.027 -0.088
0.236 0.014 -0.095
0.589 0.000 0.254
0.527 -0.660 0.552
-0.074 0.054 -0.298
-0.566 0.035 -0.105
-0.108 0.080 0.152
-0.889 -0.114 1.029
-1.238 0.112 0.083
-0.664 -0.437 -0.948
2.221 -0.122 0.267
-0.332 -0.394 -0.830
0.282 0.295 -0.408
0.733 -0.098 -0.360
-0.432 -0.193 0.169
-0.108 -0.042 0.321
-0.390 0.052 0.687
0.672 0.010 0.156
0.088 0.519 -0.261
-0.145 0.331 0.272
0.132 -0.473 -1.366
-0.733 1.103 -0.151
0.091 -0.380 1.439
-0.118 0.179 0.256
0.170 -0.150 0.258
-0.053 0.031 -0.094
0.559 0.390 -0.315
0.008 -0.502 -0.054
0.065 0.027 -0.099
0.343 -0.222 0.200
-0.348 0.167 -0.393
-0.897 0.088 -0.398
0.083 0.939 0.311
0.913 -0.540 0.092
-0.337 -0.228 0.360
-0.095 0.125 -0.007
0.175 0.125 0.021
-0.109 -0.121 -0.090
0.200 -0.250 -0.204
0.182 -0.228 0.242
-0.103 0.202 -0.133
0.034 -0.039 -0.123
0.027 0.194 0.081
-0.259 1.636 -0.144
0.987 -0.251 0.083
-0.665 0.637 0.006
0.582 -0.623 0.745
0.440 -0.289 -0.055
0.039 -0.781 0.397
-0.305 0.188 -0.033
-0.842 -0.737 0.064
0.160 0.147 0.000
-0.029 0.079 -0.316
0.066 -0.154 0.011
-0.224 0.058 -0.451
0.122 -0.487 -0.762
-1.372 -1.413 -2.216
0.183 -0.226 1.164
-0.287 1.125 2.394
0.037 0.143 -0.154
-0.290 0.218 0.130
0.225 0.038 -0.134
-0.037 0.219 -0.122
0.645 0.472 -0.258
0.347 0.316 -0.478
0.404 -0.483 0.438
0.059 0.018 0.091